2 unconnected molecules or ions with the total composition H2NO2S, computed with ωB97M-V with the def2-TZVPD basis set.

Computed properties:
- energy relative to the best compared isomer or geometry (same formula, charge and spin) (kJ/mol) = 560.61
- HOMO energy (spin up / spin down) (hartree) = -0.11444 / -0.15851
- frontier orbital gap (spin up / spin down) (eV) = 4.3 / 7.5
- largest force on an atom (eV Å⁻¹) = 2.03
- calculated total energy (Eh) = -604.4399

Geometry as ORCA input:
```
! wB97M-V def2-TZVPD RIJCOSX def2/J DEFGRID3
* xyz -1 1
O -2.10824 1.25316 -0.22110
S -0.94000 0.34481 -0.17997
O -1.29821 -1.10627 -0.10578
H 2.42994 -0.47122 1.56147
H -0.61312 0.53133 -1.56384
N 2.52963 -0.55181 0.50923
*
```